The following is a quantum chemistry calculation of a molecular structure, C5H12NO2 at a distorted geometry, from the Open Molecules 2025 dataset.

The geometry in XYZ format:
```
20
Properties=species:S:1:pos:R:3:forces:R:3
H -0.009 -1.258 1.527 1.7 2.7 -0.7
H 3.721 0.479 -1.650 -0.3 -2.3 -3.1
H 0.760 0.610 1.719 -0.4 -1.3 -0.6
H 2.433 1.299 -0.702 1.5 0.8 -1.5
O -2.439 -0.343 -1.501 2.7 -1.4 -2.1
C 1.713 -0.672 0.273 3.0 2.8 0.3
C -0.802 0.271 0.254 -0.1 0.1 -0.8
H -1.560 -1.742 -0.234 -0.6 -0.8 0.8
H 2.926 0.961 1.029 -0.7 1.8 1.6
H -1.636 0.533 0.992 1.3 0.0 -1.0
C -1.383 -0.812 -0.724 1.9 1.7 -0.5
H -0.465 1.142 -0.406 -0.8 -0.7 0.9
C 2.734 0.433 0.160 -1.3 -4.2 -1.0
H -0.516 -0.984 -1.357 0.1 -0.4 -0.6
N 3.674 0.976 -0.843 -2.2 1.4 4.4
O -3.983 0.237 0.431 1.1 -0.5 0.3
C 0.487 -0.236 0.979 -2.1 -2.0 2.9
H -4.756 0.774 0.439 -0.9 0.6 0.0
H -2.957 0.034 -0.829 -3.5 1.5 2.3
H 2.059 -1.703 0.440 -0.3 0.2 -1.6
```
Positions in Å, forces in eV/Å.

For the HOMO energy, the calculation gives -3.13 eV. Its HOMO-LUMO gap is 5.5 eV. The spin multiplicity is 1. Its net charge is -1. For the calculated total energy, the calculation gives -402.7085 a.u. Its energy above the lowest of the compared OMol25 structures with the same formula, charge and spin is 201.40 kcal per mole.